Below is a structure of composition C38H19BrCl5F5N7O6RbS at a distorted geometry, with properties calculated with the ωB97M-V functional and the def2-TZVPD basis.

XYZ file:
```
83
Properties=species:S:1:pos:R:3
Rb 1.05395 -0.01746 -0.64498
N -0.37361 3.08783 3.73403
C 0.07360 2.34378 2.69463
N -0.12842 2.50387 1.44551
C -1.03846 3.45529 1.12223
N -1.49550 3.72549 -0.06439
N -0.97369 2.82149 -1.08988
C -1.24189 3.15901 -2.27204
C -0.94028 2.20557 -3.37578
C -0.44120 2.76768 -4.54184
C 0.18688 1.92584 -5.44363
C 0.21874 0.57823 -5.15212
C -0.40293 0.10471 -4.04899
N -0.94618 0.91959 -3.13236
C -1.61140 4.30034 2.20277
C -2.48005 5.29656 1.93039
C -3.08339 6.07316 2.92181
C -2.68024 5.90766 4.24634
C -1.79762 4.89008 4.52953
C -1.28905 4.09877 3.53757
H -0.04331 2.86311 4.65098
H 0.73979 1.54884 2.92885
H -1.69576 4.10712 -2.53096
H -0.47520 3.83298 -4.64853
H 0.70699 2.18750 -6.35131
H 0.67093 -0.19048 -5.82311
H -0.42343 -0.93247 -3.69849
H -2.71695 5.54176 0.90114
H -3.79024 6.85930 2.62240
H -3.10321 6.51483 5.04537
H -1.57558 4.74637 5.58448
O -4.93268 -3.79834 0.48005
C -3.76974 -3.09509 0.49496
C -3.86194 -1.69163 0.44824
C -2.66876 -0.95479 0.50581
N -1.43459 -1.52670 0.80047
C -1.47634 -2.86365 0.92586
Br 0.10691 -3.64268 1.53740
C -2.53276 -3.68962 0.66434
H -5.51202 -3.35250 -0.13555
H -4.82411 -1.23434 0.15902
H -2.64359 0.08173 0.29439
H -2.35212 -4.79090 0.75789
F 8.73944 2.64721 -1.90489
C 7.42125 2.71287 -2.16866
C 6.53661 2.23750 -1.21197
F 7.10835 1.74505 -0.07368
C 5.18097 2.34926 -1.38709
F 4.40057 1.84401 -0.44145
C 4.63460 2.98579 -2.56130
S 2.89870 3.03212 -2.78323
C 5.57483 3.52687 -3.47636
F 5.16292 4.18349 -4.55471
C 6.94157 3.34334 -3.28647
F 7.71782 3.81274 -4.25242
Cl 1.38719 -3.24889 7.78600
C 1.45701 -2.34528 6.36706
C 2.65757 -2.31301 5.61318
Cl 4.05896 -3.12633 6.24069
C 2.69139 -1.60427 4.37158
Cl 4.17572 -1.51204 3.40364
C 1.53469 -0.95449 3.81785
O 1.55433 -0.40516 2.69344
C 0.37648 -1.01183 4.67821
Cl -0.93248 -0.06556 4.13599
C 0.32164 -1.64856 5.88531
Cl -1.16756 -1.61364 6.79043
O 1.75012 -3.68474 -1.69974
C 0.58372 -3.36490 -1.81085
O 0.12322 -2.20062 -2.00117
C -0.43921 -4.48182 -1.96391
C -0.11876 -5.86138 -1.74097
C -1.05816 -6.85235 -1.98573
C -2.29011 -6.53920 -2.56291
C -2.57209 -5.19837 -2.75350
C -1.66294 -4.16940 -2.45416
N -3.92336 -4.91109 -3.29251
O -4.51224 -3.93474 -2.85215
O -4.45211 -5.68317 -4.15197
H 0.88629 -6.05306 -1.31107
H -0.74584 -7.89351 -1.78604
H -3.10468 -7.23939 -2.79952
H -1.89804 -3.17126 -2.72744
```

Calculated values
ΔE to the lowest compared entry with this formula, charge and spin: 25.9 kcal per mole
Frontier orbital gap: 0.19777 hartree
Strongest force on any atom: 2.94 eV/Å
Energy: -8090.8236 Ha
Charge: -2
LUMO level: 3.15 eV

Atomic partial charges in e from the Löwdin method, atoms 1 to 4: 0.644, 0.115, -0.201, 0.156